1.
The following is a DFT calculation (wB97M-V/def2-TZVPD) of a molecular structure, C29H64BNNbO7S2 in a non-equilibrium geometry.

Each line ends with the Löwdin charge.
CARTESIAN COORDINATES (ANGSTROEM)
C1 0.64519 7.34166 1.55121  -0.11
C2 0.09400 6.78771 0.25221  -0.26
C3 -1.35302 6.30379 0.38120  -0.18
C4 -1.35707 4.83026 0.75067  -0.20
N1 -2.58803 4.34567 1.36942  -0.21
C5 -3.77071 4.02067 0.52958  -0.16
C6 -3.63693 4.06463 -0.99675  -0.19
C7 -3.35470 2.71556 -1.68588  -0.32
C8 -1.90094 2.26737 -1.73198  -0.43
Nb1 -1.49919 0.62076 -3.24751  1.24
C9 -0.80066 -1.21270 -4.42101  -0.37
C10 0.66231 -1.08884 -4.88691  -0.33
C11 1.61630 -1.84834 -4.00588  -0.30
O1 1.61300 -1.42156 -2.64376  -0.12
B1 -1.74253 -0.77109 -1.34360  -0.74
O2 -0.66560 -0.84556 -0.45998  0.04
O3 -2.86126 -1.52567 -1.09180  -0.03
C12 -2.91211 -2.38809 0.04686  -0.26
C13 -3.19041 -1.66955 1.34139  -0.08
C14 -2.31036 3.45245 2.39448  -1.08
S1 -1.94264 1.90147 2.17384  0.79
S2 -2.29898 4.16960 4.04386  0.86
C15 -0.54288 4.01724 4.44118  -0.51
C16 -0.07352 2.64163 4.92443  -0.32
C17 0.98252 2.72730 6.02992  -0.11
H1 1.66326 7.69077 1.41686  0.07
H2 0.05476 8.19073 1.88342  0.07
H3 0.65139 6.58090 2.32272  0.06
H4 0.69824 5.92091 -0.01131  0.08
H5 0.21780 7.48452 -0.56888  0.10
H6 -1.87971 6.87593 1.13834  0.11
H7 -1.82983 6.45666 -0.58000  0.10
H8 -1.06216 4.24105 -0.11130  0.11
H9 -0.56138 4.70591 1.47978  0.09
H10 -4.57589 4.68554 0.83379  0.10
H11 -4.11270 3.02393 0.78138  0.09
H12 -2.94669 4.81796 -1.35526  0.09
H13 -4.62021 4.37006 -1.35072  0.10
H14 -3.99333 1.95274 -1.25048  0.10
H15 -3.69577 2.83350 -2.71290  0.07
H16 -1.63675 1.88154 -0.75101  -0.02
H17 -1.24440 3.09981 -1.97369  0.02
H18 0.29933 1.03281 -2.93760  -0.09
H19 -1.64910 1.86561 -4.62502  -0.15
H20 -3.27022 0.28438 -3.60019  -0.12
H21 -1.45014 -1.34903 -5.28198  0.02
H22 -0.84033 -2.13381 -3.83761  0.02
H23 0.96534 -0.04413 -4.89517  0.06
H24 0.80990 -1.44782 -5.90605  0.10
H25 1.38109 -2.90853 -3.97540  0.11
H26 2.62604 -1.76737 -4.40946  0.09
H27 1.99777 -0.54386 -2.59742  0.05
H28 -0.10234 -1.60661 -0.63256  0.08
H29 -3.71232 -3.09858 -0.13259  0.11
H30 -1.99922 -2.97420 0.12256  0.11
H31 -3.68408 -2.36556 2.00918  0.04
H32 -3.87239 -0.84230 1.19477  0.08
H33 -2.28822 -1.34322 1.84130  0.06
H34 0.03248 4.30386 3.56961  0.05
H35 -0.33575 4.75432 5.20827  0.06
H36 0.36551 2.12595 4.08010  0.07
H37 -0.90907 2.04719 5.26442  0.08
H38 1.99046 2.70493 5.62828  0.06
H39 0.88617 3.62571 6.63055  0.06
H40 0.89263 1.86988 6.68635  0.06
C18 1.97333 1.93857 0.79417  -0.01
C19 2.75369 3.18961 1.10293  -0.49
O4 2.39052 4.28904 0.75347  0.07
C20 4.03451 3.01042 1.89374  -0.03
H41 1.07982 2.17938 0.22508  0.08
H42 2.57892 1.24096 0.21331  0.09
H43 1.67795 1.45080 1.72627  0.08
H44 4.72270 2.36283 1.34789  0.08
H45 3.81542 2.54903 2.85853  0.08
H46 4.50343 3.97844 2.05597  0.08
C21 -5.84724 -6.41219 2.29696  -0.03
C22 -4.97962 -5.25603 2.74045  -0.50
O5 -5.12666 -4.14610 2.29441  0.08
C23 -3.91426 -5.55970 3.76973  -0.02
H47 -6.56543 -6.06328 1.55986  0.08
H48 -5.23022 -7.19623 1.85505  0.08
H49 -6.38110 -6.83025 3.15216  0.08
H50 -3.22387 -6.31145 3.38358  0.08
H51 -4.37264 -5.94438 4.68244  0.08
H52 -3.36349 -4.65114 3.99904  0.08
C24 5.21840 -4.85521 -3.72930  -0.03
C25 5.52555 -3.67150 -4.61359  -0.50
O6 4.73258 -3.27891 -5.43321  0.07
C26 6.86005 -2.98819 -4.40889  -0.03
H53 4.23593 -5.24409 -3.97754  0.08
H54 5.95733 -5.64624 -3.86366  0.09
H55 5.22566 -4.54742 -2.68251  0.08
H56 7.67379 -3.69310 -4.58827  0.08
H57 6.93831 -2.62013 -3.38466  0.08
H58 6.94952 -2.15215 -5.09776  0.08
C27 2.69711 -5.61115 -0.85340  -0.02
C28 3.66629 -6.76953 -0.85938  -0.50
O7 4.16069 -7.17833 -1.88305  0.06
C29 3.98961 -7.39325 0.47942  -0.03
H59 2.54577 -5.25025 -1.86718  0.08
H60 1.73804 -5.92657 -0.43970  0.09
H61 3.08606 -4.79704 -0.23937  0.09
H62 3.07930 -7.77641 0.94293  0.08
H63 4.42892 -6.64736 1.14366  0.08
H64 4.69337 -8.20997 0.34019  0.08

Summary:
Net charge: -1
E_HOMO: -3.921 eV
Calculated total energy: -70825.5873 eV
LUMO level: 0.07204 Eh
HOMO-LUMO gap: 5.9 eV
Strongest force on any atom: 1.55 eV/A

---

2.
The following is a DFT calculation (wB97M-V/def2-TZVPD) of 3 unconnected molecules or ions with the total composition C29H64F3N2O8P.

Each line ends with the Löwdin charge.
CARTESIAN COORDINATES (ANGSTROEM)
C1 0.69737 2.52564 5.18894  -0.09
C2 1.07970 1.39235 4.23469  -0.44
C3 2.58675 1.41455 3.94389  -0.07
C4 0.25370 1.47807 2.95017  -0.19
C5 0.68324 0.48610 1.87182  -0.18
C6 -0.40330 0.27003 0.83847  -0.20
O1 0.00046 -0.59513 -0.20570  -0.14
C7 -0.26120 -1.97560 -0.01178  -0.33
C8 -1.25570 -2.49634 -1.06331  -0.11
C9 -1.19560 -1.89687 -2.48216  -0.39
C10 0.20210 -1.79461 -3.09455  -0.07
C11 -1.91553 -0.54837 -2.56954  -0.06
C12 1.05676 -2.79702 0.02099  -0.41
O2 2.12706 -2.08434 0.60141  -0.16
C13 2.84731 -1.22004 -0.25401  -0.19
C14 4.34531 -1.27948 0.01336  -0.08
C15 5.04786 -2.59696 -0.28579  -0.26
O3 4.44038 -3.67626 0.38629  0.01
C16 5.07960 -2.90867 -1.79738  -0.58
F1 4.03773 -3.64467 -2.19073  0.15
F2 5.07263 -1.79926 -2.56015  0.13
F3 6.19578 -3.59252 -2.12020  0.13
P1 0.70389 -4.38484 0.95944  0.93
C17 1.52792 -3.96427 2.52726  -0.26
O4 1.86723 -5.40426 0.34079  -0.32
H1 -0.38080 2.70282 5.19325  0.07
H2 1.00482 2.29888 6.21270  0.08
H3 1.19790 3.45394 4.89686  0.08
H4 0.84537 0.43842 4.72266  0.13
H5 2.98387 0.41741 3.74588  0.07
H6 3.13751 1.82266 4.79553  0.07
H7 2.80621 2.04839 3.07889  0.07
H8 -0.80253 1.31836 3.20131  0.12
H9 0.34718 2.50061 2.56060  0.12
H10 1.54093 0.89089 1.33472  0.09
H11 0.99525 -0.46584 2.31385  0.12
H12 -1.33027 -0.09644 1.30362  0.12
H13 -0.63580 1.22958 0.36153  0.13
H14 -0.74335 -2.10383 0.97103  0.13
H15 -1.13632 -3.58467 -1.11898  0.10
H16 -2.26408 -2.31626 -0.67982  0.10
H17 -1.76457 -2.58880 -3.11602  0.13
H18 0.12353 -1.54563 -4.15676  0.08
H19 0.78483 -1.00885 -2.60868  0.06
H20 0.75303 -2.73560 -3.02697  0.07
H21 -1.37699 0.21810 -2.00895  0.06
H22 -2.92907 -0.62224 -2.16842  0.06
H23 -1.98092 -0.21907 -3.61090  0.08
H24 1.33712 -3.11968 -0.98971  0.11
H25 2.64649 -1.46029 -1.30546  0.12
H26 2.51203 -0.19366 -0.09494  0.10
H27 4.79549 -0.52351 -0.63716  0.12
H28 4.56452 -0.98105 1.04108  0.13
H29 6.09925 -2.51861 0.01234  0.16
H30 5.10522 -4.34843 0.57380  0.11
H31 2.61133 -3.98946 2.42544  0.04
H32 1.23508 -2.94801 2.79956  0.03
H33 1.19727 -4.65421 3.30621  0.03
H34 1.44094 -6.02809 -0.25946  0.04
C18 6.18695 4.84482 -2.26819  -0.12
O5 4.90413 5.33673 -2.59141  -0.20
C19 4.41308 4.91856 -3.85922  -0.22
C20 3.19892 4.03199 -3.69794  -0.22
N1 3.56087 2.76283 -3.08831  -0.05
C21 2.43547 1.90062 -2.75221  -0.19
C22 1.44780 2.39903 -1.70359  -0.20
O6 2.00237 2.52446 -0.40160  -0.20
C23 2.63402 3.75542 -0.11081  -0.09
H35 6.48293 5.31276 -1.33094  0.09
H36 6.19600 3.75637 -2.13992  0.08
H37 6.92040 5.10548 -3.03808  0.09
H38 5.19622 4.39049 -4.41173  0.12
H39 4.13455 5.81109 -4.42606  0.12
H40 2.76996 3.83864 -4.68613  0.12
H41 2.45124 4.59441 -3.11971  0.11
H42 4.10300 2.94342 -2.25226  0.08
H43 2.83865 0.94837 -2.40432  0.11
H44 1.87674 1.68770 -3.67004  0.12
H45 0.65197 1.65305 -1.62408  0.10
H46 0.98191 3.34812 -1.99582  0.12
H47 2.16734 4.58214 -0.65420  0.09
H48 3.70209 3.74404 -0.34787  0.08
H49 2.52583 3.93403 0.95986  0.08
C24 -9.18092 -2.26686 1.77351  -0.12
O7 -8.94684 -1.28255 0.78903  -0.20
C25 -8.80267 0.03813 1.29572  -0.22
C26 -7.40172 0.55478 1.05652  -0.22
N2 -6.43475 -0.17465 1.86104  -0.05
C27 -5.04120 0.14854 1.58807  -0.20
C28 -4.49604 -0.17593 0.20339  -0.23
O8 -4.43686 -1.56290 -0.07498  -0.21
C29 -5.59806 -2.13000 -0.65006  -0.09
H50 -9.36913 -3.20337 1.25167  0.09
H51 -8.32334 -2.39980 2.44253  0.08
H52 -10.05706 -2.02172 2.38259  0.09
H53 -9.03682 0.06040 2.36446  0.12
H54 -9.51674 0.68116 0.77399  0.12
H55 -7.36450 1.61284 1.33435  0.12
H56 -7.20477 0.49185 -0.02352  0.11
H57 -6.57802 -1.16810 1.72743  0.08
H58 -4.42671 -0.38234 2.31968  0.12
H59 -4.89478 1.21934 1.76740  0.12
H60 -3.46505 0.18629 0.15818  0.10
H61 -5.04963 0.33902 -0.59166  0.11
H62 -6.12830 -1.40539 -1.27483  0.09
H63 -6.29221 -2.51338 0.10323  0.07
H64 -5.27822 -2.96496 -1.27404  0.09

Summary:
Structure (SMILES): CC(C)CCCO[C@@H](CC(C)C)[C@@H](OCC[C@@H](O)C(F)(F)F)P(C)O.COCCNCCOC.COCCNCCOC
E_HOMO: -8.285 eV
Calculated total energy: -67910.4464 eV
LUMO level: 0.02447 Eh
HOMO-LUMO gap: 9.0 eV
Strongest force on any atom: 0.29 eV/A